# C4H3ClO2S

An isolated molecule of C4H3ClO2S at a distorted geometry (the ωB97M-V functional and the def2-TZVPD basis, OMol25).

Geometry as XYZ:
```
11
Properties=species:S:1:pos:R:3:forces:R:3
C -0.01246 -0.41923 -0.48028 -0.913 -0.143 -1.018
C 1.43863 -0.49026 -0.64076 0.361 0.822 1.133
C -0.64170 1.99845 -0.20105 -0.789 2.294 0.353
C -0.87128 0.62909 -0.13505 1.473 -4.654 -0.522
O 3.88680 0.00105 -0.00329 -0.447 0.412 0.369
O 0.46057 2.49515 -0.27761 -0.626 0.605 0.090
S 2.50942 0.42348 0.31372 -0.759 -1.764 -2.030
Cl -2.50739 0.22134 0.12717 -0.957 -0.406 0.086
H -0.54310 -1.36643 -0.86865 0.836 1.443 1.083
H 1.88258 -1.29135 -1.28804 -0.403 0.910 0.758
H -1.72934 2.47391 -0.17128 2.224 0.480 -0.302
```
Forces are in eV/Å.

Summary:
- Total charge: 0
- Energy: -31646.177 eV
- Energy above the lowest of the compared OMol25 structures with the same formula, charge and spin: 256.0 kJ/mol
- Multiplicity: 1
- Highest occupied orbital energy (spin up / spin down): -8.92 / -8.92 eV
- Frontier orbital gap (spin up / spin down): 7.06 / 6.97 eV


# C34H42N6O2

An isolated molecule of C34H42N6O2 at a distorted geometry (the ωB97M-V functional and the def2-TZVPD basis, OMol25).

Geometry as XYZ:
```
84
Properties=species:S:1:pos:R:3:forces:R:3
C 0.24372 0.71611 2.56945 -0.309 -0.435 1.358
C 0.56463 0.45985 1.15426 -0.191 -1.731 -1.385
N 1.53909 1.29849 0.59879 1.244 3.571 -2.126
N 1.41882 2.60413 0.59814 -2.003 -3.621 2.123
C 2.43265 3.49953 0.18520 1.275 1.394 -1.113
O 2.12157 4.69589 0.04640 0.758 -2.513 0.249
N 3.70333 2.95474 -0.01315 -0.663 0.561 0.073
C 4.95124 3.61071 -0.20647 0.877 0.725 0.241
C 6.16018 2.95079 0.13531 -0.813 -0.229 0.069
C 7.39795 3.59409 0.07614 -0.773 -0.097 -0.194
C 7.46563 4.91837 -0.35241 -0.324 -0.186 0.053
C 6.30830 5.58752 -0.72965 -0.572 -0.798 0.247
C 5.06374 4.94189 -0.65534 -0.133 -0.326 0.068
C 0.13899 -0.71398 0.39887 5.063 3.048 3.672
C 1.37555 -1.12998 -0.58955 1.290 0.467 -1.291
O 2.52104 -0.94875 -0.15878 -2.286 -1.296 -0.438
N 1.21977 -1.49285 -1.94845 -1.023 0.810 0.854
C 2.33655 -1.62444 -2.88157 0.184 -0.016 0.294
C -0.03112 -1.46465 -2.69047 -1.529 -0.926 -0.495
C -1.26353 -1.04342 0.54894 -0.868 -0.089 -3.609
N -1.91025 -2.28270 0.47527 -0.937 -1.112 0.187
C -1.61927 -3.39545 -0.32417 -0.785 0.048 -0.368
C -0.67942 -4.24876 0.21666 -0.256 -0.267 -0.767
C -0.06421 -3.94706 1.53910 0.722 -0.396 0.582
C -0.38746 -5.40040 -0.49293 0.005 -0.394 -0.410
C -1.07625 -5.74021 -1.66721 -0.211 0.276 0.247
C -0.79058 -7.03723 -2.36735 0.242 -0.007 -0.134
C -2.08752 -4.88814 -2.15287 0.366 0.044 0.348
C -2.41316 -3.71792 -1.46878 0.579 0.145 0.351
C -3.53990 -2.84994 -2.00874 -0.004 0.051 -0.551
C -3.13527 -2.34886 1.20123 0.125 -0.394 1.087
C -3.42714 -0.90499 1.55260 -1.203 -1.047 0.336
N -2.28625 -0.17471 1.06140 -0.020 0.716 0.618
C -2.35654 1.24569 1.09449 0.594 0.620 0.171
C -1.90114 2.03667 0.00578 0.444 0.223 0.554
C -1.24141 1.46549 -1.22725 0.074 0.122 -0.166
C -1.85737 3.42606 0.15996 -0.238 0.427 0.154
C -2.35581 4.07623 1.30170 0.235 -0.578 -0.356
C -2.31210 5.57468 1.37186 0.117 0.197 -0.090
C -2.81561 3.28208 2.35443 0.225 0.614 -1.041
C -2.79441 1.89865 2.28475 0.366 -0.003 -0.654
C -3.14906 1.26015 3.58517 -0.079 -0.060 0.838
H -0.69041 0.21368 2.86606 0.353 0.222 -0.045
H 1.05941 0.26693 3.22938 -0.829 0.606 -0.853
H 0.16501 1.78510 2.77225 -0.041 -0.077 0.109
H 3.71702 1.95750 0.12341 0.116 -0.273 0.051
H 6.07019 1.91634 0.48575 0.250 0.330 -0.080
H 8.29367 3.05589 0.36934 -0.111 0.077 -0.038
H 8.41071 5.42103 -0.37125 0.376 0.204 -0.066
H 6.33745 6.61543 -1.06240 0.061 0.014 -0.018
H 4.15519 5.46005 -0.92337 0.027 0.104 0.011
H 2.67759 -0.70098 -3.34480 -0.261 0.529 0.229
H 3.18696 -2.03748 -2.39435 0.631 -0.447 0.475
H 2.03902 -2.26137 -3.71500 -0.001 -0.233 0.306
H -0.75262 -0.64189 -2.53685 0.844 -0.093 0.251
H 0.20324 -1.45027 -3.76452 -0.059 0.179 0.405
H -0.63126 -2.39639 -2.55257 0.554 0.511 0.022
H -1.01166 -0.91786 -0.59944 -1.603 1.036 -0.319
H 0.45899 -2.97895 1.55626 -0.089 -0.362 0.047
H -0.76957 -3.96974 2.39117 0.039 0.136 -0.587
H 0.64934 -4.75897 1.73869 0.080 0.414 0.125
H 0.40905 -6.02575 -0.09454 -0.201 -0.245 -0.239
H -0.97752 -6.93586 -3.43990 -0.008 -0.130 0.102
H 0.26108 -7.30017 -2.22788 -0.130 -0.150 -0.054
H -1.41206 -7.85788 -1.98007 0.158 0.240 -0.091
H -2.59786 -5.09427 -3.10500 0.193 -0.159 0.536
H -3.69577 -3.10477 -3.07788 0.149 0.187 0.544
H -4.52739 -3.01810 -1.53979 0.563 -0.003 0.115
H -3.32601 -1.77028 -1.96447 0.004 -0.326 0.167
H -3.96824 -2.84875 0.69425 0.352 0.155 -0.312
H -2.94711 -2.93070 2.11935 -0.331 -0.033 0.013
H -3.58462 -0.92058 2.64388 0.144 0.610 -0.489
H -4.39756 -0.62831 1.09608 0.607 0.457 0.007
H -0.98224 2.25708 -1.94293 -0.291 -0.091 0.221
H -0.27632 1.00651 -0.94074 -0.713 0.236 -0.509
H -1.87614 0.73658 -1.74726 0.076 0.156 0.179
H -1.38250 4.04562 -0.62925 -0.428 -0.544 0.523
H -2.22812 5.95240 2.39554 0.007 -0.144 -0.111
H -1.44738 5.92619 0.79819 -0.155 0.085 0.157
H -3.20937 6.02371 0.93019 0.088 -0.087 0.039
H -3.14027 3.76243 3.27358 0.017 -0.063 -0.072
H -2.80403 1.90987 4.39943 -0.012 -0.100 -0.199
H -4.23213 1.19694 3.72029 -0.003 -0.307 -0.092
H -2.69372 0.29673 3.77039 0.013 -0.157 -0.050
```
Forces are in eV/Å.

Summary:
- SMILES: CC(/N=N/C(=O)Nc1ccccc1)=C(/C(=O)N(C)C)C1N(c2c(C)cc(C)cc2C)CCN1c1c(C)cc(C)cc1C
- Total charge: 0
- Energy: -48969.399 eV
- Multiplicity: 1
- Highest occupied orbital energy: -7.08 eV
- Frontier orbital gap: 6.47 eV


# C5H8O3

The ion C5H8O3 with charge +1 at a distorted geometry (the ωB97M-V functional and the def2-TZVPD basis, OMol25).

Geometry as XYZ:
```
16
Properties=species:S:1:pos:R:3:forces:R:3
O -2.18800 -0.37392 -1.03118 0.263 0.171 -0.272
C -1.79634 -0.33657 0.09911 -0.308 -0.145 0.405
O -2.12052 -1.24324 1.02473 0.287 -0.274 0.365
C -0.81558 0.66823 0.68277 0.469 -0.259 -1.015
C 0.16811 1.06117 -0.42005 0.633 0.020 0.336
C 1.04897 -0.12980 -0.81997 -0.822 0.605 -0.240
C 2.09952 -0.43493 0.23770 0.344 -0.503 -0.423
O 2.71442 0.33826 0.88250 0.041 0.076 0.264
H -2.58018 -1.99214 0.61972 -0.371 0.132 -0.126
H -1.32468 1.52923 1.11234 0.021 -0.106 0.084
H -0.22265 0.12831 1.41887 -0.343 0.244 0.630
H -0.30738 1.37935 -1.34135 -0.308 0.104 -0.065
H 0.86279 1.82817 -0.08651 -0.266 0.416 0.023
H 0.46350 -1.02442 -0.98625 0.117 -0.353 -0.203
H 1.63185 0.12970 -1.71334 0.219 -0.297 0.052
H 2.36618 -1.52740 0.32093 0.024 0.170 0.184
```
Forces are in eV/Å.

Summary:
- Total charge: +1
- Energy: -11447.268 eV
- Energy above the lowest of the compared OMol25 structures with the same formula, charge and spin: 13.8 kJ/mol
- Multiplicity: 2
- Highest occupied orbital energy (spin up / spin down): -14.49 / -14.49 eV
- Frontier orbital gap (spin up / spin down): 8.35 / 4.50 eV


# C7H28KO7

A structure of composition C7H28KO7 at a distorted geometry (the ωB97M-V functional and the def2-TZVPD basis, OMol25).

Geometry as XYZ:
```
43
Properties=species:S:1:pos:R:3:forces:R:3
K -0.15110 -0.05629 -0.14599 -0.183 0.294 0.027
C -1.45863 2.91045 -0.25657 1.180 1.235 1.169
O -2.15157 1.77159 0.07274 -3.093 -0.909 -0.212
H -0.42561 2.62656 -0.43462 0.188 0.239 -0.170
H -1.48718 3.52449 0.67580 0.309 0.508 -1.098
H -1.88225 3.37011 -1.14076 0.150 0.576 -0.092
H -3.09241 2.08904 -0.01133 1.199 -1.245 0.487
C 1.86846 -2.49559 0.69997 0.617 -1.319 -0.189
O 0.58930 -2.50472 0.16743 -1.347 0.697 -0.977
H 2.23422 -1.54819 0.96884 -0.165 1.655 0.124
H 2.58499 -2.88556 -0.00986 0.349 -0.473 -0.024
H 1.80431 -3.04987 1.60180 0.705 -0.800 0.957
H 0.35760 -3.39838 -0.08563 0.028 -0.167 0.019
C -2.24445 -2.05706 2.01975 -0.392 0.655 -0.309
O -2.29347 -1.13032 0.95958 -0.684 0.668 -0.929
H -3.21250 -2.45450 2.10830 -1.145 -0.760 0.873
H -1.83299 -1.67748 2.92888 -0.296 1.033 0.660
H -1.56238 -2.79445 1.79358 1.387 -2.095 -0.814
H -3.08702 -1.31721 0.40932 0.937 0.287 0.757
C 2.85573 -0.01614 -2.16108 1.112 0.053 0.865
O 1.47837 -0.04809 -2.21462 -1.978 0.124 -0.140
H 3.19802 0.16844 -1.12703 -0.091 -0.421 -0.273
H 3.27249 0.80062 -2.73172 0.187 0.026 -0.597
H 3.12521 -0.99272 -2.50784 1.449 -0.270 -0.112
H 1.26004 -0.81925 -2.74698 -0.420 0.339 -0.004
C -2.34439 -1.40951 -2.27476 0.696 0.516 -0.578
O -1.82835 -0.08421 -2.16354 3.775 -4.472 2.538
H -3.42290 -1.48822 -2.38896 0.011 0.118 0.110
H -1.96274 -1.89661 -1.42939 -0.168 -0.900 1.657
H -1.82468 -1.94236 -3.04661 -0.118 -0.136 -1.115
H -2.37756 0.46878 -2.53806 -4.283 4.583 -3.052
C -0.19850 0.79126 2.68294 -2.147 1.923 1.916
O 0.58023 -0.26288 2.44445 2.888 -3.229 -0.005
H -0.34856 0.98646 3.73548 0.260 0.115 0.662
H -1.18656 0.53954 2.39484 -1.061 0.319 -1.019
H 0.22368 1.65977 2.26377 -0.058 1.423 -0.821
H 1.23986 -0.29249 3.14767 0.079 -0.363 -0.320
C 2.31396 2.72592 -0.55298 -2.392 2.097 2.972
O 1.78629 1.80013 0.47255 0.318 0.932 -0.955
H 2.04082 2.44497 -1.49679 -0.511 -1.314 -2.393
H 3.32114 2.97902 -0.48886 1.929 -0.239 0.365
H 1.80216 3.76366 -0.45157 0.506 -1.790 0.406
H 2.43893 1.20127 0.85785 0.276 0.488 -0.369
```
Forces are in eV/Å.

Summary:
- Total charge: +1
- Energy: -38362.333 eV
- Energy above the lowest of the compared OMol25 structures with the same formula, charge and spin: 98.0 kJ/mol
- Multiplicity: 1
- Highest occupied orbital energy: -13.07 eV
- Frontier orbital gap: 10.69 eV